(1)
Formula: C5H6O2
Source: the OMol25 dataset
Level of theory: wB97M-V/def2-TZVPD

Each atom is followed by the atoms it is bonded to, with distances in Å.
Atoms and positions in Å:
1 O 2.469 -1.051 -1.971  C2 1.135
2 C 2.184 -0.090 -1.438  O1 1.135
3 C -0.536 0.029 0.196  C4 1.504, C5 1.334, C6 1.496
4 C 0.320 0.021 1.432  C3 1.504, H8 1.098, H9 1.097, H10 1.094
5 C -1.251 -1.007 -0.244  C3 1.334, H11 1.086, H12 1.087
6 C -0.567 1.302 -0.589  C3 1.496, O7 1.211, H13 1.111
7 O -1.228 1.478 -1.588  C6 1.211
8 H 1.348 0.324 1.195  C4 1.098
9 H -0.060 0.728 2.180  C4 1.097
10 H 0.349 -0.972 1.889  C4 1.094
11 H -1.849 -0.910 -1.146  C5 1.086
12 H -1.260 -1.963 0.273  C5 1.087
13 H 0.081 2.112 -0.191  C6 1.111

(2)
Formula: C5H6O2
Source: the OMol25 dataset
Level of theory: wB97M-V/def2-TZVPD

Each atom is followed by the atoms it is bonded to, with distances in Å.
Atoms and positions in Å:
1 C -0.732 2.316 0.281  C2 1.204, H8 1.072
2 C -0.450 1.145 0.267  C1 1.204, C3 1.473
3 C -0.111 -0.289 0.285  C2 1.473, C4 1.523, O5 1.444, H9 1.095
4 C -1.319 -1.183 0.041  C3 1.523, H10 1.092, H11 1.093, H12 1.093
5 O 0.840 -0.585 -0.762  C3 1.444, C6 1.340
6 C 2.081 -0.124 -0.561  O5 1.340, O7 1.203, H13 1.100
7 O 2.463 0.466 0.416  C6 1.203
8 H -0.978 3.358 0.289  C1 1.072
9 H 0.363 -0.511 1.247  C3 1.095
10 H -1.600 -1.144 -1.014  C4 1.092
11 H -2.171 -0.847 0.636  C4 1.093
12 H -1.085 -2.217 0.308  C4 1.093
13 H 2.698 -0.386 -1.433  C6 1.100

(3)
Formula: C5H6O2
Source: the OMol25 dataset
Level of theory: wB97M-V/def2-TZVPD

Each atom is followed by the atoms it is bonded to, with distances in Å.
Atoms and positions in Å:
1 C -1.226 -2.282 1.326  C2 1.205, H8 1.065
2 C -0.923 -1.421 0.540  C1 1.205, C3 1.452
3 C -0.943 -0.097 -0.058  C2 1.452, O4 1.216, C5 1.522
4 O -2.001 0.351 -0.454  C3 1.216
5 C 0.289 0.793 0.016  C3 1.522, C6 1.526, O7 1.397, H9 1.106
6 C 1.497 0.256 -0.745  C5 1.526, H10 1.094, H11 1.094, H12 1.095
7 O -0.060 2.057 -0.468  C5 1.397, H13 0.973
8 H -1.568 -2.986 2.048  C1 1.065
9 H 0.549 0.839 1.090  C5 1.106
10 H 2.258 1.041 -0.757  C6 1.094
11 H 1.243 0.014 -1.781  C6 1.094
12 H 1.918 -0.629 -0.258  C6 1.095
13 H -1.032 2.064 -0.500  O7 0.973

ΔE to the lowest compared entry with this formula, charge and spin for the records above, in order: 1.167; 1.863; 2.333 eV
HOMO-LUMO gap for the records above, in order: 10.11; 11.28; 10.54 eV